# 1
This record from the OMol25 dataset describes a structure of composition C30H44MnN5O2PSe3Te. The level of theory is ωB97M-V/def2-TZVPD.

Properties
Kohn-Sham gap (spin up / spin down) ... 6.4584 / 5.0891 eV
Relative energy (zero: lowest compared OMol25 entry of this formula, charge and spin) ... 187.1 kJ/mol
HOMO (spin up / spin down) ... -7.40 / -7.47 eV
Multiplicity ... 4

Each line ends with the Löwdin spin population.
Positions of all 87 atoms, in Å:
1 Mn 0.4512 -3.1357 0.8911  2.07
2 Se 2.6020 -3.8763 0.3513  0.11
3 Se 4.0490 -4.0935 2.1189  0.19
4 Te 2.4659 -4.7281 4.0575  0.35
5 Se 0.3439 -3.8786 3.0253  0.20
6 C -2.8131 3.6860 4.3254  0.00
7 C -1.9876 2.4843 3.9715  0.00
8 C -0.6227 2.4765 4.2229  0.00
9 C 0.1482 1.3719 3.8997  0.00
10 C -0.4371 0.2930 3.2675  0.00
11 C -1.8039 0.2902 2.9828  0.00
12 N -2.3259 -0.8676 2.3775  0.00
13 C -2.9845 -1.0207 1.1838  0.00
14 C -3.6311 0.0287 0.5176  0.00
15 C -4.3418 -0.2004 -0.6428  0.00
16 C -4.3947 -1.4621 -1.2142  0.00
17 C -3.6846 -2.4938 -0.6276  0.00
18 C -3.0033 -2.2883 0.5604  0.00
19 C -2.1316 -3.3431 1.1646  0.01
20 O -2.2844 -3.7584 2.3085  0.00
21 O -1.1296 -3.6868 0.4283  0.04
22 C -2.5980 1.3668 3.3905  0.00
23 C -4.0932 1.3027 3.3104  0.00
24 H -2.1888 4.4781 4.7292  0.00
25 H -3.5781 3.4464 5.0629  0.00
26 H -3.3222 4.0708 3.4417  0.00
27 H -0.1702 3.3334 4.7022  0.00
28 H 1.2025 1.3597 4.1391  0.00
29 H 0.1608 -0.5742 2.9950  0.00
30 H -1.8809 -1.7090 2.7276  0.00
31 H -3.5567 1.0286 0.9106  0.00
32 H -4.8534 0.6269 -1.1157  0.00
33 H -4.9645 -1.6332 -2.1157  0.00
34 H -3.6673 -3.4728 -1.0885  0.00
35 H -4.4193 0.3235 2.9741  0.00
36 H -4.4998 2.0630 2.6420  0.00
37 H -4.5113 1.4807 4.3010  0.00
38 N 0.8314 -1.5190 0.3848  -0.01
39 P 1.2741 -0.6384 -0.8603  0.02
40 N 0.7656 -1.3001 -2.2982  0.00
41 C 1.0447 -2.7184 -2.4532  0.00
42 C 0.2482 -3.2998 -3.6067  0.00
43 C 0.6325 -2.6489 -4.9397  0.00
44 C 1.1003 -1.2030 -4.7182  0.00
45 C 0.3845 -0.5936 -3.5136  0.00
46 N 2.9305 -0.4759 -0.9445  0.01
47 C 3.7755 -0.4392 0.2516  0.00
48 C 4.9632 0.5192 0.0909  0.00
49 C 4.6272 1.8319 -0.6219  0.00
50 C 3.8299 1.5896 -1.9194  0.00
51 C 3.5348 0.1045 -2.1256  0.00
52 N 0.5662 0.8947 -0.8663  -0.01
53 C 1.0040 1.6539 0.3046  0.00
54 C 0.6039 3.1188 0.1790  0.00
55 C -0.9074 3.2308 0.0176  0.00
56 C -1.3404 2.3850 -1.1763  0.00
57 C -0.8866 0.9424 -0.9669  0.00
58 H 0.7211 -3.2313 -1.5237  0.00
59 H 2.1247 -2.9011 -2.5760  0.00
60 H -0.8075 -3.1236 -3.3928  0.00
61 H 0.4083 -4.3776 -3.6402  0.00
62 H -0.2337 -2.6726 -5.6047  0.00
63 H 1.4299 -3.2161 -5.4221  0.00
64 H 0.8992 -0.6012 -5.6068  0.00
65 H 2.1778 -1.1859 -4.5346  0.00
66 H -0.6977 -0.6785 -3.6804  0.00
67 H 0.6269 0.4662 -3.3999  0.00
68 H 4.1769 -1.4446 0.4517  0.00
69 H 3.1588 -0.1694 1.1155  0.00
70 H 5.7513 0.0156 -0.4695  0.00
71 H 5.3639 0.7326 1.0823  0.00
72 H 5.5636 2.3498 -0.8479  0.00
73 H 4.0617 2.4839 0.0472  0.00
74 H 4.3807 1.9619 -2.7851  0.00
75 H 2.8744 2.1169 -1.8788  0.00
76 H 4.4560 -0.4391 -2.3587  0.00
77 H 2.8438 -0.0096 -2.9598  0.00
78 H 2.0873 1.5626 0.3826  0.00
79 H 0.5530 1.2379 1.2180  0.00
80 H 1.1009 3.5714 -0.6818  0.00
81 H 0.9311 3.6411 1.0778  0.00
82 H -1.2006 4.2735 -0.1197  0.00
83 H -1.3916 2.8559 0.9229  0.00
84 H -0.9042 2.7899 -2.0932  0.00
85 H -2.4254 2.3976 -1.2842  0.00
86 H -1.2178 0.3081 -1.7899  0.00
87 H -1.3429 0.5603 -0.0452  0.00

---

# 2
This record from the OMol25 dataset describes a structure of composition C30H44N4O4PRu. The level of theory is ωB97M-V/def2-TZVPD.

Properties
Kohn-Sham gap (spin up / spin down) ... 5.2768 / 5.5760 eV
HOMO (spin up / spin down) ... -5.14 / -7.63 eV
Multiplicity ... 6

Each line ends with the Löwdin spin population.
Positions of all 84 atoms, in Å:
1 Ru -1.1767 0.8085 0.1283  2.41
2 C -3.0624 2.1462 2.4859  0.03
3 C -1.8587 2.6426 3.3372  0.00
4 C -0.5340 1.9092 2.9835  0.00
5 N -0.2662 2.0569 1.5814  -0.01
6 C 0.3609 3.1289 1.1114  0.00
7 C 1.0540 3.9741 1.9526  0.07
8 C 1.2887 5.2951 1.7290  0.00
9 C 1.2554 6.0550 0.5321  0.09
10 C 1.2913 5.5200 -0.7330  0.00
11 C 0.8908 4.2490 -1.1884  0.09
12 C 0.2416 3.2650 -0.3794  -0.01
13 N -0.5240 2.3133 -0.9589  0.03
14 C -0.8091 2.3486 -2.4252  0.01
15 C -2.0502 1.5224 -2.8073  0.01
16 C -1.8395 0.0449 -2.7175  0.02
17 N -1.9773 -0.3836 -1.3253  0.20
18 C -2.4988 -1.5495 -0.9590  0.15
19 C -2.7621 -2.5553 -1.9348  0.29
20 C -3.3271 -3.8246 -1.7982  0.01
21 C -3.7693 -4.5005 -0.6492  0.31
22 C -3.5568 -4.0946 0.6868  0.11
23 C -3.0304 -2.9056 1.1354  0.20
24 C -2.7380 -1.6745 0.4886  0.28
25 N -2.5063 -0.5382 1.1839  0.38
26 C -2.9696 -0.4692 2.5673  0.03
27 C -3.7095 0.8416 2.9187  0.01
28 H -2.7630 2.0348 1.4082  0.02
29 H -3.8594 2.9032 2.5032  0.00
30 H -2.1015 2.4634 4.3820  0.00
31 H -1.6642 3.7157 3.2653  0.00
32 H -0.5998 0.8386 3.2861  0.00
33 H 0.2529 2.3404 3.5763  0.00
34 H 1.2288 3.5669 2.9537  0.00
35 H 1.5301 5.8637 2.6409  0.00
36 H 1.4020 7.1218 0.5846  0.00
37 H 1.7743 6.1115 -1.5239  0.00
38 H 1.1045 3.9444 -2.1965  0.01
39 H 0.0775 1.9747 -2.9633  0.00
40 H -0.8823 3.4413 -2.7675  0.00
41 H -2.4020 1.8119 -3.8423  0.00
42 H -2.9233 1.8757 -2.2062  0.00
43 H -0.8165 -0.3127 -2.9661  0.01
44 H -2.5536 -0.4941 -3.3442  0.00
45 H -2.4179 -2.3356 -2.9739  0.02
46 H -3.3910 -4.3854 -2.7457  -0.01
47 H -4.3351 -5.4113 -0.7880  0.02
48 H -3.9844 -4.7799 1.4663  0.00
49 H -2.8156 -2.9908 2.1951  0.01
50 H -2.1126 -0.6006 3.2328  0.01
51 H -3.7023 -1.2271 2.8094  0.00
52 H -3.9519 0.9445 3.9701  0.00
53 H -4.6918 0.8427 2.4415  0.00
54 C 2.4047 -3.7683 0.5781  0.00
55 C 2.7338 -2.6038 1.5446  0.00
56 C 4.1496 -2.7204 2.0627  0.00
57 C 1.6348 -2.2793 2.5542  0.00
58 O 2.8597 -1.3684 0.7226  0.01
59 P 1.8938 -0.5213 -0.2083  0.02
60 O 2.5362 0.8323 -0.4043  0.00
61 O 0.4400 -0.6529 0.2787  0.16
62 O 1.8550 -1.2923 -1.5990  0.00
63 C 2.6712 -1.0635 -2.7881  0.00
64 C 2.2078 0.2078 -3.4240  0.00
65 C 2.3779 -2.3389 -3.5922  0.00
66 C 4.0999 -1.0274 -2.3166  0.00
67 H 2.6081 -4.7415 1.0214  0.00
68 H 3.0177 -3.6010 -0.2859  0.00
69 H 1.3649 -3.6114 0.2540  0.00
70 H 4.3220 -3.5467 2.7436  0.00
71 H 4.4782 -1.7896 2.5839  0.00
72 H 4.8565 -2.8541 1.2306  0.00
73 H 1.7254 -3.0806 3.3439  0.00
74 H 0.6069 -2.3726 2.1570  0.00
75 H 1.6956 -1.2735 3.0346  0.00
76 H 1.1773 0.1140 -3.8777  0.00
77 H 2.8529 0.4734 -4.2508  0.00
78 H 2.3057 0.9913 -2.6502  0.00
79 H 1.3028 -2.5722 -3.6012  0.00
80 H 2.9357 -3.1595 -3.1616  0.00
81 H 2.6658 -2.1788 -4.6728  0.00
82 H 4.2324 -0.2479 -1.5670  0.00
83 H 4.7958 -0.8399 -3.1544  0.00
84 H 4.3727 -1.9963 -1.8993  0.00

---

Number 1: E_tot -10558.5489 hartree. Number 2: E_tot -2125.7186 hartree.